Density functional theory data (the ωB97M-V functional and the def2-TZVPD basis) for the molecule C15H23N3O6S.

XYZ file:
```
48
Properties=species:S:1:pos:R:3:nbo_charge:R:1
H -1.750 4.565 4.727 0.19
H 1.187 1.486 2.584 0.25
H 1.260 1.532 0.796 0.20
H 3.642 -2.361 -4.907 0.20
N -0.211 2.699 1.673 -0.45
H -2.589 6.902 4.449 0.22
H -0.504 2.865 -0.367 0.20
H -2.649 1.530 1.366 0.19
H 0.297 -0.640 1.457 0.22
N -1.150 0.394 0.413 -0.68
C -1.430 5.191 3.887 -0.06
H -3.407 5.813 3.318 0.21
C -2.000 1.564 0.479 -0.25
H 0.300 -0.577 -2.158 0.25
H 1.483 -5.380 -1.908 0.22
C 2.329 -2.618 -2.795 0.77
O 3.070 -3.566 -2.934 -0.61
H -2.119 6.875 2.743 0.21
O -2.405 -1.727 1.174 -0.94
O 2.439 -1.475 -3.485 -0.50
H -2.620 1.562 -0.417 0.24
C 4.811 -0.969 -3.741 -0.63
C 1.200 -2.561 -1.870 -0.02
O -1.281 4.372 2.727 -0.53
N 0.861 -3.594 -1.032 -0.28
S -1.936 -1.036 0.005 2.34
C -0.301 0.264 1.577 -0.24
C 3.515 -1.389 -4.420 -0.07
H -0.903 0.168 2.492 0.20
C -0.360 3.392 2.831 0.90
H 2.581 -4.724 -0.700 0.23
C 0.307 -1.522 -1.658 -0.18
H 3.194 -0.644 -5.151 0.19
H -1.710 3.708 0.644 0.24
C -0.209 -3.229 -0.307 0.03
O -2.880 -0.722 -1.024 -0.93
H 4.672 -0.027 -3.215 0.21
C 0.598 1.500 1.667 -0.23
H -0.457 5.627 4.142 0.19
H 5.121 -1.730 -3.029 0.22
C -0.581 -1.950 -0.668 -0.45
O 0.292 3.188 3.828 -0.66
C 1.529 -4.864 -0.949 -0.40
C -1.108 2.806 0.544 -0.22
C -2.454 6.267 3.578 -0.62
H 5.590 -0.848 -4.488 0.22
H 1.047 -5.469 -0.184 0.21
H -0.664 -3.870 0.422 0.24
```

SMILES = CCOC(=O)c1cc(S(=O)(=O)N2CCN(C(=O)OCC)CC2)cn1C
energy relative to the best compared isomer or geometry (same formula, charge and spin) = 4.5 kcal/mol
E_HOMO = -9.24 eV
HOMO-LUMO gap = 9.834 eV